Run P
Below is a cluster of 11 separate species, C75H165N7O19S4 in total, with properties calculated with ωB97M-V with the def2-TZVPD basis set.

XYZ file:
```
270
C75H165N7O19S4 (ωB97M-V with the def2-TZVPD basis set)
H -17.21202 15.80313 25.08966
C -19.66003 17.59237 13.25307
H -21.19753 11.76364 16.70302
C -11.65563 12.89580 15.48981
C -13.37437 10.82222 13.40724
C -10.96981 18.90163 20.36632
H -17.76405 18.08154 14.87429
C -23.81464 11.53247 14.47476
H -12.06169 10.16900 19.71511
H -16.75246 10.42633 25.96677
C -17.44606 8.33651 28.19492
N -17.98937 15.71931 13.40435
H -17.60499 14.43624 23.09773
H -19.45329 16.94020 19.09513
C -18.24684 15.26962 12.00697
C -17.78561 10.25075 25.66699
H -17.56894 17.29704 24.13315
H -19.36397 6.60940 16.75927
H -13.40720 17.23522 18.49251
O -23.25357 9.71746 22.20414
H -25.28116 12.71161 18.40627
C -13.14293 15.93164 21.79290
H -22.76943 12.69520 20.14389
H -19.16817 18.03711 15.71486
H -9.61597 12.26167 15.78136
C -17.83980 10.60155 14.47632
C -17.83919 7.27432 27.17740
C -10.12399 11.69460 13.85643
H -15.44285 15.84176 20.42886
N -18.59037 8.33066 13.90328
C -17.74582 8.56340 23.65396
C -13.52895 10.02933 21.31956
H -15.80480 17.17191 21.58338
H -12.17280 20.83475 21.76573
H -17.94647 15.74822 22.01683
H -15.94332 7.21644 24.94607
H -17.96443 7.53996 23.34919
H -19.16442 10.63781 20.92321
H -14.53039 12.60376 20.58730
H -22.92666 19.38686 22.61628
H -20.13494 9.08283 27.16014
H -12.70261 10.19087 13.98882
H -19.56249 5.93241 15.24873
H -14.35408 13.60046 22.91036
C -20.06815 17.07378 11.81324
H -18.15622 10.40603 19.70222
H -17.14934 11.42092 14.27633
H -19.59043 6.95574 13.08265
H -13.54277 10.29329 12.46916
C -22.25479 11.72955 16.44008
O -21.54109 14.49072 24.65023
H -12.11501 16.33063 19.34622
H -16.53319 8.58822 11.92377
C -24.48591 10.18456 14.86350
C -12.89894 9.25004 23.66541
C -11.96598 18.61671 21.52533
H -19.80754 17.28492 20.78148
H -12.75663 10.86303 25.02482
O -17.53712 14.99954 19.30147
H -18.04583 13.37955 25.24959
H -13.01866 8.46000 24.40677
H -19.95733 7.75069 24.45085
C -17.96968 9.53071 13.34479
C -11.63136 14.14767 16.37531
H -12.99978 11.83646 16.98880
C -17.21050 16.26808 24.10380
H -18.18223 17.17796 10.80076
H -21.20911 7.79705 26.37362
C -19.59851 8.48678 25.17025
H -17.40645 10.91253 16.61694
C -22.45443 17.37050 22.12528
N -17.41544 7.72491 25.91533
H -16.19932 7.49695 14.83426
H -15.65561 17.50770 19.97665
H -19.68335 6.16259 26.80575
H -10.81693 17.97413 19.81455
C -13.37145 10.57735 24.17130
C -14.60876 9.71185 20.17590
C -19.47690 6.91234 15.71832
C -16.94893 6.93951 15.39591
C -17.32262 10.14459 15.84795
H -16.01577 13.14128 16.48007
H -12.59023 14.26060 16.88119
C -18.07484 8.77792 25.16396
C -22.48317 12.03644 20.96375
H -11.59778 17.74783 23.59531
H -16.48788 14.05673 11.36798
H -13.84481 15.91742 22.62673
H -23.03365 12.31774 12.49044
H -14.79357 8.86384 22.49782
H -22.49273 13.81024 16.12034
C -20.04742 15.43241 14.77459
H -20.44870 14.80450 13.97910
C -13.24663 11.75235 23.12684
H -10.36798 10.68764 14.19495
H -16.14589 16.17693 23.88836
C -20.93645 8.98611 18.56431
H -21.76776 8.17920 20.33633
H -19.13377 18.54600 13.21136
H -11.29642 19.95109 23.09480
C -20.22895 17.29021 19.77625
H -9.98759 19.20363 20.72983
H -19.15080 9.34968 16.53484
H -16.33093 15.41924 13.98567
C -18.05610 15.42748 23.05279
H -13.93428 14.21611 14.97551
H -16.65541 6.90466 16.44508
H -18.41132 10.47488 26.53090
H -13.64407 13.39727 24.48736
H -24.35249 9.39313 14.12599
H -18.44190 9.13378 23.03895
H -18.82288 11.05883 14.58829
H -23.20573 10.57497 12.61345
H -24.77485 15.07330 17.51407
O -15.99964 7.69613 25.77571
S -16.95281 13.77336 18.72017
H -18.93270 14.69909 26.13119
C -16.51893 9.33587 12.71681
H -22.76253 12.40518 21.95070
H -18.99927 13.22893 12.65043
O -24.91986 11.00196 20.68331
C -24.96247 14.56452 16.56853
H -13.44202 12.38690 11.13915
H -16.11094 5.93020 27.65694
C -21.60959 9.14860 19.86374
H -14.36108 10.37810 24.58243
H -24.39661 18.38244 22.70550
C -11.19741 12.08446 12.74241
O -22.78747 17.23913 20.74028
H -19.57727 14.81174 15.53738
H -17.28479 14.52657 16.52625
H -11.35580 19.57059 19.59716
O -18.18280 12.67748 18.43996
H -12.19814 10.74015 15.99541
C -13.68292 16.92010 20.70414
C -22.31776 11.53648 14.92060
H -18.17447 9.13704 28.32397
H -24.41741 15.15252 15.83011
H -14.16852 8.91451 19.57713
H -21.76419 12.38120 14.51056
H -11.54613 15.48139 23.13865
H -14.75552 10.58166 19.53560
O -18.68175 7.25792 13.01488
H -16.18353 15.77424 11.65072
H -14.67859 19.49574 20.85376
H -16.18535 10.30069 12.33477
H -11.87522 9.38060 23.31462
O -22.82132 9.82171 19.71888
H -10.31217 17.60421 22.54555
H -20.59684 17.86066 13.74143
N -12.65172 13.07839 14.42328
C -11.40202 17.61583 22.53118
H -11.53909 12.72917 24.01212
H -24.58805 11.51560 12.30950
C -13.53079 12.85063 12.12158
H -25.57339 10.24509 14.90647
C -19.00599 13.73973 25.61897
C -25.19915 12.17987 17.45831
C -24.44458 13.09161 16.44625
O -13.93151 13.25629 14.99386
H -11.03067 13.07148 12.31101
C -22.90883 13.05533 16.78748
H -21.90034 10.57028 14.63723
H -21.46660 8.38823 17.82299
C -20.20690 8.19569 26.53094
H -20.43616 18.30376 19.43290
H -19.93216 10.49839 12.66751
H -13.68622 15.63158 18.91570
O -19.46583 15.44744 23.55731
C -19.04721 16.49722 14.16451
O -15.84988 13.07472 19.35223
H -20.10472 9.38271 24.81087
C -19.41417 7.11783 27.25650
H -11.28381 11.46603 17.20791
C -19.06720 13.94194 11.82879
C -12.70601 12.18721 13.26598
H -25.46528 13.27904 13.52983
H -13.49408 7.90348 22.08938
H -14.56821 13.07901 12.36595
C -11.71849 16.14980 22.29507
H -20.85085 16.32221 11.91632
H -15.66847 14.72731 17.09950
H -17.23864 5.20515 26.50469
H -9.66148 13.57006 14.59479
H -13.10672 13.85077 12.03231
H -11.42217 15.05617 15.81054
H -12.93950 20.00793 23.04816
H -15.57272 9.30615 20.48300
C -13.70884 8.92325 22.40882
H -21.14134 9.74171 20.64927
O -22.32749 16.13550 18.49007
H -21.41602 11.82724 20.88946
C -15.20307 16.86181 20.72906
H -15.88608 9.02838 13.54931
H -17.49864 5.34198 28.29052
C -13.18602 16.52506 19.28930
H -20.98825 15.84975 15.13342
C -18.24067 7.75962 15.25520
C -18.42747 11.22199 20.37209
C -12.04909 11.70956 16.47093
H -19.96609 8.59847 18.87452
C -11.81150 12.24052 23.07665
O -13.93080 19.26213 20.29894
H -26.19666 12.04849 17.03902
H -24.21683 9.86702 15.87091
C -14.13125 12.85698 23.67567
H -19.23648 16.05117 10.23414
H -17.74380 8.56958 17.23845
H -16.90194 15.27176 10.18780
H -20.42904 7.41359 15.54435
H -13.14961 14.88924 21.47433
H -9.06005 11.63805 13.62638
C -18.88120 16.43739 11.18949
H -23.21209 18.33482 23.98304
H -24.86850 11.18346 17.75146
C -16.46355 13.98843 16.99962
C -12.09967 19.92298 22.35854
H -18.44734 10.87884 11.79493
S -20.18046 14.09815 24.16980
O -25.74018 12.95910 14.39218
N -24.47394 12.74851 14.99411
H -14.41055 10.93523 13.72608
O -21.41627 15.05343 20.61292
H -17.37611 7.86173 29.17358
H -18.04877 16.64987 15.97931
O -17.15948 14.95697 14.13200
H -19.26616 13.17099 20.07489
H -18.64666 13.33609 11.02618
O -20.01790 13.10339 23.12579
H -11.16147 11.36569 23.06076
C -23.32485 18.41318 22.90172
H -20.11869 14.21680 11.74561
H -18.15073 10.96456 24.92857
H -20.73223 9.94557 18.08912
H -17.59216 11.47643 21.02447
H -21.44469 17.72958 22.32420
H -22.64773 13.37063 17.79767
H -16.45347 8.74467 28.00450
C -10.21054 12.71443 14.98789
H -10.86835 14.05692 17.14841
C -16.90434 15.05786 11.25660
H -11.85405 8.70147 20.64444
H -19.75380 7.09323 28.29194
H -16.26532 9.90371 15.73754
H -16.76976 8.86391 23.27306
H -17.02036 5.95501 14.93359
H -11.41798 10.31622 21.23690
N -13.72049 11.39695 21.83882
H -22.59775 10.88784 17.04174
O -13.62819 12.43254 20.86716
H -20.50069 17.89987 11.24880
H -11.20088 11.29232 11.99368
C -18.47039 17.34098 15.24946
S -21.76593 16.25493 19.81650
H -15.12070 12.50431 23.96675
H -19.48808 13.01258 26.27238
H -22.39089 16.44364 22.69535
N -13.36483 18.30907 21.10291
H -19.90066 11.93928 18.99018
C -18.99730 10.08079 12.29368
H -11.72338 12.98619 22.28652
C -12.17867 9.73993 20.71026
C -17.16272 5.84509 27.38379
H -26.04743 14.62090 16.48043
C -18.16259 8.95023 16.30688
C -23.66522 11.52405 12.88952
H -19.17000 9.43070 11.43597
S -23.57915 10.50577 20.98302
C -18.99591 12.29781 19.48108
H -10.90952 15.76959 21.67131
```

- Frontier orbital gap: 8.0 eV
- HOMO energy: -7.9 eV
- LUMO: 0.13 eV
- SMILES: CC1(C)CCCC(C)(C)N1O.CC1(C)CCCC(C)(C)N1O.CC1(C)CCCC(C)(C)N1O.CC1(C)CCCC(C)(C)N1O.CC1(C)CCCC(C)(C)N1O.CC1(C)CCCC(C)(C)N1O.CC1(C)CCCC(C)(C)N1O.CCOS(C)(=O)=O.CCOS(C)(=O)=O.CCOS(C)(=O)=O.CCOS(C)(=O)=O

Results of the Löwdin charge analysis, in e, for atoms 1 through 6: H 0.054; C -0.117; H 0.091; C -0.470; C -0.045; C -0.020

=====

Run Q
Below is a cluster of 11 separate species, C75H165N7O19S4 in total, with properties calculated with ωB97M-V with the def2-TZVPD basis set.

XYZ file:
```
270
C75H165N7O19S4 (ωB97M-V with the def2-TZVPD basis set)
H 14.03217 22.51816 17.89408
H 5.74951 23.60184 14.30417
S 9.45383 21.81225 17.46196
C 5.08753 22.65234 12.04543
H 0.28131 24.87418 16.76601
C 2.79896 19.01051 18.21012
C 14.79643 20.93611 14.14431
C 12.47567 21.39843 14.81785
H 7.30925 23.46928 23.92624
C 7.63630 24.14784 13.37843
H 11.85587 22.62335 19.08500
H 10.19654 26.00826 16.81327
C 13.65113 17.12974 19.70446
H 4.60814 26.98490 18.91793
C 12.73470 23.17619 19.42369
H 12.12535 16.10781 24.77031
H 4.27910 22.57713 23.75614
H 12.69297 15.65143 16.42672
H 8.70958 21.51997 15.30105
H 17.04438 23.24256 12.86203
H 2.39414 22.81906 22.10850
H 8.80074 19.67639 23.90168
N 12.17042 18.17275 18.22327
C 8.45178 17.53468 12.47674
O 11.87812 17.33521 22.79810
H 8.01233 28.79714 21.94551
C 7.67950 18.49858 9.41952
H 12.57779 20.29639 15.09152
H 4.65621 22.51393 17.96970
C 8.27045 27.59324 20.21998
H 15.64615 24.43400 11.14574
H 1.78694 19.37307 18.21594
H 8.68251 20.19066 13.23089
O 1.81575 26.55871 16.17696
H 9.85651 20.58906 11.91752
H 1.07618 23.60906 17.73287
C 7.00125 19.44757 8.48498
H 5.00119 25.40781 13.47619
C 9.98489 17.38789 9.76456
H 7.21323 26.07490 14.18191
H 9.83843 18.50554 26.08159
C 13.55094 21.63751 13.72547
C 16.04461 21.40803 13.39830
N 2.74920 25.52356 16.51695
C 11.63565 16.72278 25.51420
H 10.84093 19.21602 10.49835
O 10.45052 23.20898 21.17870
H 2.63604 20.49329 12.46301
H 14.71532 16.95524 19.94221
H 9.71108 21.11991 23.32170
H 2.31117 27.13806 15.56156
H 5.27892 17.76194 17.09229
H 9.79201 21.01525 25.84410
C 5.13325 18.33893 15.06172
H 7.04620 23.90673 15.41632
H 4.95917 17.29158 14.76845
H 7.00218 20.60906 11.54637
H 2.88580 22.19458 16.17174
H 16.64369 23.21737 14.50791
H 9.74520 17.70099 16.66288
C 2.73850 17.13097 16.65443
H 0.27688 23.24424 16.17822
C 9.06237 18.09315 8.81160
H 13.52517 24.48600 22.47608
O 1.20160 19.71657 16.06223
N 11.12364 18.12517 23.63418
C 13.10281 15.75728 19.27618
C 10.35680 18.29836 10.90285
N 8.04249 19.25503 10.64248
H 3.51842 19.76231 18.58277
C 7.36534 24.23549 23.09174
H 12.45577 20.18203 12.59910
H 6.44401 25.70568 10.69720
H 1.87199 18.26137 12.65282
C 11.62559 15.81144 18.77550
H 2.60929 21.48132 13.90529
H 16.01672 25.64365 13.30085
C 6.80885 23.48114 14.46665
O 10.91024 25.66675 21.52353
O 10.11984 21.01764 18.44483
O 12.64737 23.86486 13.56554
H 4.64524 24.78926 19.21614
H 8.69245 22.17030 19.91641
S 8.30139 25.93142 18.26911
H 8.96546 18.52141 21.90379
H 1.12702 24.79482 14.07030
H 7.36951 16.48809 10.07231
H 1.24037 20.46600 13.63630
H 2.71139 21.10488 22.12114
H 13.27954 22.60579 20.19653
C 2.23282 24.27722 16.06664
H 7.59564 17.84322 13.08763
H 4.72387 25.20695 10.93163
H 14.30661 25.70605 12.98190
C 5.67687 25.77906 12.72584
H 15.95340 21.14150 12.31014
C 6.83006 17.28933 9.56941
S 5.69838 24.65629 22.74185
H 13.74371 18.35654 25.93062
H 3.22110 16.59127 17.49649
H 13.68163 15.39779 18.39714
C 10.69703 19.28223 22.86293
H 3.58162 27.97421 17.83141
H 12.56918 22.07334 15.71515
H 13.33468 14.94882 19.98658
O 10.12354 23.01543 17.08891
H 7.35272 29.56521 20.43118
H 9.09956 28.16985 19.79027
C 3.20414 18.56332 16.74307
O 7.77504 22.07667 12.12596
H 12.66422 17.33766 15.93854
H 9.48407 24.67747 14.50672
H 4.74484 20.28601 14.47323
H 9.56778 27.66503 17.20532
H 6.15598 20.80293 19.02364
H 9.17923 17.06646 13.23347
H 1.77235 24.78638 19.25054
H 10.47565 18.41531 20.88653
C 2.30973 20.50759 13.50527
H 1.10797 20.61611 16.41811
O 5.12225 24.95520 24.03772
H 11.29138 14.94691 18.25696
H 12.24734 20.89234 23.14408
C 13.58401 18.18785 18.59861
C 11.67659 18.17874 25.03490
C 12.99603 21.13313 12.38504
H 5.38290 26.81661 12.64306
H 6.89860 22.41692 14.33052
H 9.43756 16.56834 17.91668
H 9.95108 20.37446 15.67336
H 14.91219 22.85590 11.02384
C 3.25619 25.75891 17.90465
H 14.95606 19.59402 19.45419
H 4.85397 26.94299 17.12029
H 8.47870 22.01662 11.45276
C 2.80804 19.30411 14.30571
C 4.26457 24.64211 18.16650
C 13.11484 18.73389 25.10240
H 9.51874 23.03145 13.75816
H 6.63578 22.06616 10.23856
H 1.63284 17.14023 16.61379
C 13.89868 19.53262 19.10112
H 11.32582 19.83748 17.65669
H 4.61035 23.14884 12.88531
C 7.16082 25.65078 13.21803
H 10.42808 26.76932 18.46902
H 10.22513 19.52242 13.27434
C 10.02335 17.37931 17.64169
H 1.19260 18.01736 14.31516
O 5.22102 23.34837 22.07040
H 5.36828 23.11650 9.36525
H 14.56212 16.91959 17.02221
H 15.61282 18.06222 18.02561
H 6.95507 18.93742 7.43646
C 9.76119 20.13301 23.82986
C 6.10257 23.63948 11.36200
H 3.03489 22.96169 18.53509
H 13.13652 17.37975 20.64533
C 3.30254 23.19890 16.34659
H 2.79104 18.14273 18.86195
C 2.00134 24.26224 14.47787
H 3.04285 16.58477 15.73740
H 8.80443 17.66326 7.83026
C 4.08520 27.02427 17.90617
H 12.21820 24.08988 14.40465
H 14.80963 25.26006 14.62664
C 4.42910 22.31875 22.71911
H 7.88907 26.15702 12.55483
C 14.64829 17.89071 17.48972
C 16.21476 22.94669 13.52107
O 6.79707 19.66955 11.31893
H 13.32668 19.82424 25.05106
H 4.65327 19.21848 13.06435
H 13.86013 20.96029 11.72825
C 12.06873 16.52712 16.37449
H 10.56100 16.47566 25.69457
H 6.42305 28.37358 21.23771
C 10.76290 19.02813 25.85546
H 14.53326 24.06036 18.65877
H 4.19758 23.26447 15.67312
H 8.15085 16.69748 11.89079
H 10.98797 16.18624 19.58989
H 7.79780 25.18729 23.38086
H 11.44098 21.50753 14.45124
H 7.78979 23.72064 22.22922
H 16.93707 20.85952 13.80141
H 6.67454 21.03116 20.72207
O 7.48132 25.56323 17.16347
H 8.27392 20.19932 16.45130
H 12.09581 16.62260 26.51308
O 8.74665 24.94996 19.19356
H 5.13480 24.83778 17.54900
C 9.05511 18.67446 11.62675
C 4.70587 18.56082 16.54008
H 9.81276 24.43021 12.81211
H 7.24095 23.15421 19.46642
N 13.82799 23.13623 13.88109
H 3.33304 22.08150 20.79986
H 11.86683 20.50701 21.46293
C 6.27383 23.07331 10.00730
H 14.68396 19.85807 13.97047
H 11.31642 21.00369 25.05986
C 7.74584 22.20450 19.37748
H 9.57639 19.02788 8.47099
H 13.05601 22.86512 22.57575
C 2.10727 18.06550 13.74339
C 12.64658 23.87190 22.56063
H 6.18203 18.47023 14.94133
C 13.67312 23.44294 18.34511
C 9.92817 18.97969 21.63548
H 2.61123 26.12941 19.91279
O 8.03350 22.22266 17.96693
H 6.57320 16.97518 8.56457
H 2.64982 17.11451 13.85340
O 5.56768 25.71270 21.71073
H 10.90757 17.11736 9.18634
C 11.91909 20.09556 22.46552
H 13.09330 23.95330 17.55274
H 13.78790 20.22629 18.30164
C 9.15245 24.11395 13.61413
H 11.02470 17.76515 11.55561
H 13.86035 24.28152 11.28158
H 9.54420 16.42977 10.19560
O 7.57452 27.09521 18.99928
C 2.13538 25.75431 18.98496
N 7.43515 23.52164 11.99900
O 11.99456 19.23047 17.26696
H 1.22511 26.26829 18.69707
C 6.97406 20.96265 19.67104
H 4.34712 22.30022 11.33564
H 7.45979 20.41292 8.36137
C 14.99997 23.73057 13.11464
C 3.80441 23.23388 17.83237
C 7.48413 28.64729 20.98738
H 13.15959 19.81537 19.86705
C 9.07394 20.88795 16.11371
H 12.29308 21.80083 11.89273
C 0.88206 23.95882 16.76640
C 15.05123 25.20429 13.57078
H 14.87600 20.98820 15.22855
H 1.79843 23.25163 14.33162
H 9.78705 18.13403 18.39841
H 5.93339 19.64852 8.84351
H 8.57005 26.64620 20.79317
C 10.42300 20.41115 25.19095
C 4.34094 19.29947 14.15440
S 11.37084 24.32572 21.22027
C 9.47278 19.82128 12.58716
H 9.63648 19.93155 21.18670
H 11.25853 16.28396 15.70551
O 12.27568 24.48648 19.95250
C 9.79180 26.64053 17.62011
H 5.02848 21.47952 22.63708
H 11.24934 19.28777 26.81047
H 5.89206 17.39130 10.08799
H 2.88970 24.59239 13.95147
H 12.15127 24.13908 23.50965
H 13.52538 18.32129 24.15211
C 14.81948 23.77583 11.56043
C 5.72282 25.09206 11.35436
H 7.63217 20.07638 19.72295
H 5.56262 21.70729 12.40014
H 5.16804 19.56643 16.92380
N 2.60814 19.60934 15.81490
C 3.15983 22.09505 21.92505
H 14.65117 18.63714 16.66056
H 7.15901 23.53818 9.45358
C 11.50916 16.96966 17.73852
H 11.35314 16.76145 22.22315
H 12.67786 19.37754 22.32251
```

- Frontier orbital gap: 8.3 eV
- HOMO energy: -8.0 eV
- LUMO: 0.29 eV
- SMILES: CC1(C)CCCC(C)(C)N1O.CC1(C)CCCC(C)(C)N1O.CC1(C)CCCC(C)(C)N1O.CC1(C)CCCC(C)(C)N1O.CC1(C)CCCC(C)(C)N1O.CC1(C)CCCC(C)(C)N1O.CC1(C)CCCC(C)(C)N1O.CCOS(C)(=O)=O.CCOS(C)(=O)=O.CCOS(C)(=O)=O.CCOS(C)(=O)=O

Results of the Löwdin charge analysis, in e, for atoms 1 through 6: H 0.074; H 0.036; S 0.519; C -0.006; H 0.086; C -0.014

=====

Bottom line: run Q, by a margin of 414.5 kJ/mol.